# 1
{
  "formula": "C5H10NO",
  "method": "ωB97M-V/def2-TZVPD",
  "elements": ["C", "C", "C", "C", "C", "N", "O", "H", "H", "H", "H", "H", "H", "H", "H", "H", "H"],
  "coordinates": [[0.86, 2.44, -0.26], [0.16, 1.44, 0.35], [1.18, -1.13, -0.89], [-0.32, -2.22, 0.53], [-0.75, 0.53, -0.35], [-1.61, -0.27, 0.30], [0.24, -2.01, -0.63], [1.59, 3.06, 0.15], [0.71, 2.61, -1.27], [0.08, 1.23, 1.44], [1.60, -1.08, -1.96], [1.60, -0.49, -0.05], [0.38, -1.93, 1.37], [-1.12, -2.97, 0.44], [-0.76, 0.45, -1.46], [-2.23, -0.78, -0.18], [-1.93, -0.15, 1.32]],
  "mulliken_charge": [-0.718, -0.098, -0.644, -0.275, -0.031, -0.348, -0.264, 0.320, 0.275, 0.305, 0.334, 0.464, 0.344, 0.351, 0.379, 0.309, 0.296],
  "spin_multiplicity": 3,
  "de_lowest_kcal_mol": 70.4,
  "s2": 2.04,
  "homo_lumo_gap_ev": [5.12, 9.03],
  "total_charge": 1
}


# 2
{
  "formula": "C5H10NO",
  "method": "ωB97M-V/def2-TZVPD",
  "elements": ["O", "C", "C", "C", "C", "C", "N", "H", "H", "H", "H", "H", "H", "H", "H", "H", "H"],
  "coordinates": [[-0.07, 2.26, 0.47], [-0.66, 1.67, 1.38], [-0.71, 0.15, 1.40], [-0.86, -0.54, 0.06], [0.36, -0.70, -0.71], [1.21, -1.66, -0.90], [0.70, 0.60, -1.32], [-0.84, 2.26, 2.37], [-1.46, -0.32, 2.08], [0.18, -0.29, 1.96], [-1.41, -1.58, 0.08], [-1.76, -0.22, -0.58], [2.15, -1.74, -1.56], [1.03, -2.62, -0.31], [-0.03, 0.63, -2.06], [1.65, 0.63, -1.75], [0.51, 1.48, -0.62]],
  "mulliken_charge": [-0.510, 0.222, -0.565, -0.825, 0.613, -0.587, -0.177, 0.369, 0.396, 0.386, 0.470, 0.391, 0.328, 0.316, 0.430, 0.404, 0.337],
  "spin_multiplicity": 2,
  "de_lowest_kcal_mol": 42.0,
  "s2": 0.75,
  "homo_lumo_gap_ev": [10.31, 4.86],
  "total_charge": 2
}


# 3
{
  "formula": "C5H10NO2",
  "method": "ωB97M-V/def2-TZVPD",
  "elements": ["C", "N", "C", "C", "C", "C", "O", "O", "H", "H", "H", "H", "H", "H", "H", "H", "H", "H"],
  "coordinates": [[0.43, -0.72, 1.83], [1.54, -0.02, 1.19], [-1.86, 0.45, -0.14], [-0.74, 1.11, -0.59], [1.60, -0.19, -0.17], [0.48, 0.05, -1.32], [-0.24, -1.13, -1.67], [0.99, 0.60, -2.26], [-0.39, -0.92, 1.13], [0.04, -0.10, 2.65], [0.71, -1.72, 2.18], [2.42, 0.45, -0.49], [-1.05, -1.00, -1.15], [-2.84, 0.77, -0.49], [-1.90, 0.16, 0.90], [-0.99, 1.85, -1.34], [-0.11, 1.61, 0.14], [1.92, -1.23, -0.40]],
  "mulliken_charge": [-0.695, -0.583, -1.218, -0.458, -0.747, 0.711, -0.556, -0.648, 0.184, 0.238, 0.376, 0.384, 0.406, 0.252, 0.224, 0.384, 0.467, 0.280],
  "de_lowest_kcal_mol": 155.1,
  "homo_lumo_gap_ev": 5.43,
  "total_charge": -1
}


# 4
{
  "formula": "C5H10NO2",
  "method": "ωB97M-V/def2-TZVPD",
  "elements": ["C", "C", "C", "C", "C", "N", "O", "O", "H", "H", "H", "H", "H", "H", "H", "H", "H", "H"],
  "coordinates": [[-0.42, 0.46, -0.06], [0.75, -0.28, -0.09], [-1.76, -0.17, -0.07], [2.17, 0.44, -0.11], [-2.02, -1.51, -0.42], [-0.52, 1.86, -0.02], [-2.67, 0.59, 0.41], [0.78, -1.59, -0.04], [2.66, 0.58, 0.83], [2.11, 1.42, -0.41], [2.82, -0.04, -0.89], [-2.92, -1.98, -0.19], [-1.19, -2.15, -0.15], [-1.86, -1.58, -1.48], [0.05, 2.48, 0.54], [-2.09, 1.36, 0.66], [-0.85, 2.23, -0.95], [1.77, -1.76, -0.04]],
  "mulliken_charge": [0.206, 0.751, 0.624, -1.500, -1.336, -0.632, -0.404, -0.494, 0.407, 0.414, 0.454, 0.405, 0.380, 0.401, 0.230, 0.465, 0.264, 0.364],
  "de_lowest_kcal_mol": 41.8,
  "homo_lumo_gap_ev": 8.93,
  "total_charge": 1
}


# 5
{
  "formula": "C5H10NO2Si",
  "method": "ωB97M-V/def2-TZVPD",
  "elements": ["C", "C", "C", "C", "C", "N", "O", "O", "Si", "H", "H", "H", "H", "H", "H", "H", "H", "H", "H"],
  "coordinates": [[3.69, 0.11, -0.03], [0.02, -1.29, -0.53], [1.51, -1.09, -1.05], [-0.99, -0.13, -0.78], [2.26, -0.23, -0.03], [-0.86, 1.09, -0.10], [4.61, 0.80, -0.42], [3.28, -0.83, 0.87], [-0.92, 1.31, 1.55], [-0.56, -2.16, -0.94], [0.09, -1.60, 0.44], [2.05, -2.02, -1.23], [1.55, -0.68, -2.10], [-1.11, 0.18, -1.83], [-1.93, -0.62, -0.63], [1.71, 0.41, 0.56], [-0.85, 0.01, 2.32], [-2.01, 1.94, 2.11], [0.24, 2.09, 2.04]],
  "mulliken_charge": [0.447, -0.851, -0.651, -0.632, 0.255, -0.429, -0.584, -0.438, 0.270, 0.395, 0.394, 0.398, 0.332, 0.295, 0.304, 0.206, -0.180, -0.312, -0.219],
  "de_lowest_kcal_mol": 0.0,
  "homo_lumo_gap_ev": 6.26,
  "total_charge": -1
}


# 6
{
  "formula": "C5H10NO5P",
  "method": "ωB97M-V/def2-TZVPD",
  "elements": ["C", "C", "C", "C", "C", "N", "O", "O", "O", "O", "O", "P", "H", "H", "H", "H", "H", "H", "H", "H", "H", "H"],
  "coordinates": [[-0.58, 1.85, -0.03], [0.08, 0.44, 2.15], [0.67, -1.48, -1.61], [1.99, 0.29, -0.71], [-0.35, 0.34, -0.13], [0.67, -0.23, -0.87], [-1.60, 2.24, 0.61], [-2.76, -0.14, 1.02], [-2.47, -1.19, -1.24], [0.14, 2.66, -0.69], [-1.19, -2.23, 0.80], [-1.71, -0.97, 0.08], [-0.48, 1.30, 2.48], [1.16, 0.60, 2.02], [-0.23, -0.50, 2.68], [1.04, -2.25, -1.02], [-0.30, -1.76, -2.13], [1.35, -1.34, -2.43], [2.51, 0.44, -1.66], [1.90, 1.33, -0.35], [2.67, -0.28, 0.02], [-2.52, 0.89, 1.01]],
  "mulliken_charge": [0.670, -0.834, -1.229, -1.194, -0.014, 0.278, -0.779, -0.635, -0.831, -0.785, -0.790, 0.809, 0.291, 0.269, 0.225, 0.415, 0.292, 0.395, 0.426, 0.334, 0.263, 0.426],
  "de_lowest_kcal_mol": 23.8,
  "homo_lumo_gap_ev": [6.26, 6.26],
  "total_charge": -2
}


# 7
{
  "formula": "C5H10NO7S2",
  "method": "ωB97M-V/def2-TZVPD",
  "elements": ["C", "C", "O", "S", "O", "O", "N", "S", "O", "O", "C", "C", "C", "O", "O", "H", "H", "H", "H", "H", "H", "H", "H", "H", "H"],
  "coordinates": [[-3.59, 2.28, 2.31], [-2.62, 0.97, 2.42], [-1.43, 1.11, 1.62], [-1.69, 0.74, 0.00], [-2.94, -0.07, -0.25], [-1.75, 1.95, -0.90], [-0.36, -0.27, -0.48], [1.03, 0.70, -0.76], [1.02, 1.35, -2.15], [1.25, 1.78, 0.28], [2.56, -0.40, -0.72], [2.28, -1.57, -1.78], [2.93, -2.99, -1.37], [3.41, -3.20, -0.23], [2.94, -3.98, -2.42], [-3.00, 3.11, 2.86], [-3.72, 2.64, 1.24], [-4.56, 2.15, 2.89], [-3.19, -0.01, 2.28], [-2.27, 0.97, 3.52], [2.66, -0.80, 0.35], [3.42, 0.29, -1.00], [2.71, -1.22, -2.79], [1.15, -1.73, -1.97], [3.75, -3.79, -2.95]],
  "mulliken_charge": [-0.747, -0.419, -0.198, 0.980, -0.663, -0.615, -0.474, 1.118, -0.675, -0.672, -0.574, -0.395, 0.408, -0.514, -0.472, 0.231, 0.246, 0.297, 0.317, 0.263, 0.306, 0.332, 0.289, 0.304, 0.327],
  "de_lowest_kcal_mol": 22.1,
  "homo_lumo_gap_ev": 7.94,
  "total_charge": -1
}


# 8
{
  "formula": "C5H10NO7S2",
  "method": "ωB97M-V/def2-TZVPD",
  "elements": ["C", "C", "C", "C", "C", "N", "O", "O", "O", "O", "O", "O", "O", "S", "S", "H", "H", "H", "H", "H", "H", "H", "H", "H", "H"],
  "coordinates": [[1.47, -0.59, -1.64], [-0.28, 0.84, 1.27], [-1.19, 1.88, -0.81], [-2.56, 1.68, 1.27], [0.34, -1.40, -1.09], [-1.42, 1.27, 0.52], [1.10, -1.79, -2.27], [4.22, -1.94, 0.55], [1.45, 0.50, -2.17], [-0.82, -2.39, 0.98], [2.66, -0.81, -0.87], [2.56, -3.27, -0.65], [1.73, -1.78, 1.11], [0.39, -2.58, 0.24], [2.88, -2.04, 0.03], [-0.34, -0.08, 1.69], [0.41, 0.58, 0.50], [0.08, 1.51, 1.98], [-0.13, 1.65, -1.04], [-1.87, 1.49, -1.50], [-1.34, 3.00, -0.85], [-2.50, 2.68, 1.58], [-3.44, 1.70, 0.60], [-2.74, 0.95, 1.96], [-0.67, -1.07, -1.38]],
  "mulliken_charge": [0.874, -1.130, -0.914, -1.192, -0.397, 0.286, -0.490, -0.656, -0.821, -0.564, -0.252, -0.517, -0.338, 0.542, 1.110, 0.374, 0.204, 0.407, 0.299, 0.277, 0.310, 0.392, 0.300, 0.370, 0.526],
  "de_lowest_kcal_mol": 42.4,
  "homo_lumo_gap_ev": 8.16,
  "total_charge": -1
}